14
Properties=species:S:1:pos:R:3:forces:R:3 method="wB97M-V/def2-TZVPD" de_lowest_ev=4.694
C -0.400688 -0.293129 -1.997977 -0.784 -0.237 -0.292
C -2.175123 -0.161280 -0.254144 0.212 -0.063 -0.396
C 0.003351 0.077567 -0.788751 3.566 0.866 1.120
C -0.947765 0.176455 0.246259 -0.604 -0.177 -0.160
C 2.616991 -0.260761 0.519679 0.226 -1.314 0.925
N 2.204952 0.629515 -0.225087 -3.479 0.373 -1.686
N -0.651157 0.485243 1.559642 0.241 0.096 0.311
S -2.120272 -0.587649 -1.932233 0.579 0.221 0.299
H 0.132870 -0.422275 -2.913840 0.241 -0.003 -0.211
H -3.112868 -0.186884 0.262675 -0.218 -0.017 0.187
H 3.636500 -0.184353 0.908848 0.168 0.203 -0.074
H 2.078203 -1.146874 0.856128 -0.149 -0.015 -0.048
H -1.437483 0.813070 2.098703 0.112 0.049 -0.002
H 0.172490 1.061354 1.660098 -0.110 0.020 0.025

76
Properties=species:S:1:pos:R:3:forces:R:3 method="wB97M-V/def2-TZVPD" de_lowest_ev=4.287 charge=+2
Pd -0.776979 0.146221 -0.883667 -0.575 -3.800 3.520
C 0.495321 -0.361079 6.244333 -0.046 -0.011 0.141
C 0.622321 -0.184879 4.772333 0.125 0.020 -0.327
C 1.570621 -0.911379 4.043833 -0.094 -0.055 0.010
C 1.687621 -0.752479 2.687033 0.239 0.276 0.030
C 0.864621 0.136821 1.955333 0.313 0.253 0.661
N 1.109621 0.270821 0.607333 0.591 0.391 -0.961
C 2.381321 0.558121 0.273233 -1.286 -0.318 1.007
C 3.171621 1.324121 1.186433 0.923 0.077 0.646
C 4.490821 1.605021 0.982733 -0.635 0.172 0.535
C 5.145921 1.144221 -0.167867 -0.286 -0.332 -0.290
C 6.580721 1.420121 -0.417867 0.049 -0.018 0.042
C 4.385921 0.447321 -1.103467 -0.017 -0.206 0.042
C 3.041221 0.151021 -0.926967 -0.246 -0.152 -1.757
N 2.401221 -0.541879 -1.958267 0.734 -0.161 0.404
C 3.040221 -1.167079 -2.987867 0.130 -0.479 -1.029
C 2.122021 -1.384279 -3.979367 0.771 -0.019 0.420
C 0.923021 -0.866979 -3.472767 0.528 0.374 0.796
N 1.095821 -0.401479 -2.247867 -0.733 0.443 -0.583
C -0.105679 0.858521 2.689533 -0.337 -0.217 -0.085
C -0.204079 0.684121 4.070033 0.207 0.049 -0.218
N -0.946179 1.813621 2.101333 -0.037 0.470 0.259
C -1.353479 2.963521 2.692433 -0.453 0.682 -0.078
C -2.279179 3.545921 1.865433 0.264 -0.179 0.367
C -2.385579 2.674621 0.772433 0.180 -0.138 0.404
N -1.576479 1.640821 0.929533 0.187 -0.599 -0.500
H 1.477521 -0.420279 6.708533 0.044 0.007 0.050
H -0.022079 -1.294479 6.471233 -0.027 -0.039 0.011
H -0.062679 0.452821 6.697733 -0.028 0.033 0.058
H 2.227721 -1.595879 4.558033 0.045 -0.124 0.040
H 2.425821 -1.317779 2.138633 0.059 -0.104 -0.085
H 2.677121 1.709121 2.063333 -0.063 0.118 0.055
H 5.028721 2.197621 1.705933 0.046 0.112 0.059
H 7.126921 1.548021 0.514333 0.021 -0.002 0.007
H 6.681221 2.349021 -0.983967 -0.012 0.078 -0.040
H 7.033321 0.626121 -1.008567 0.045 0.019 -0.007
H 4.877021 0.143321 -2.013067 -0.031 0.007 -0.063
H 4.074521 -1.441479 -2.947167 0.149 -0.020 0.020
H 2.280121 -1.833379 -4.938067 0.131 -0.137 -0.147
H -0.007179 -0.730379 -3.980567 -0.099 -0.048 0.107
H -0.955579 1.240621 4.611733 -0.050 0.048 -0.027
H -0.949979 3.305621 3.621633 0.134 0.020 0.256
H -2.810979 4.461421 2.020533 -0.039 0.213 0.060
H -3.015979 2.756721 -0.090867 0.038 -0.116 -0.137
C -0.987679 -3.055379 1.025433 0.206 0.511 -0.203
P -1.853279 -1.461179 0.749033 -0.602 -0.327 -1.415
C -2.562279 -1.149079 2.415533 0.507 0.542 -0.235
C -3.408779 -1.946879 -0.117367 0.231 0.185 -0.062
C -3.113279 -2.578179 -1.462167 0.191 0.234 -0.144
P -2.203879 -1.420979 -2.599367 -0.211 -0.306 0.683
C -3.566179 -0.672879 -3.549067 0.201 0.083 0.130
C -1.591079 -2.662379 -3.812767 0.198 0.358 0.255
H -0.473279 -3.379279 0.123133 -0.006 -0.024 -0.033
H -1.696079 -3.820479 1.341833 -0.082 0.050 0.023
H -0.245879 -2.911679 1.809933 0.059 -0.051 0.043
H -3.179779 -2.003479 2.690333 0.043 -0.111 -0.197
H -3.184979 -0.258079 2.384033 -0.016 0.091 0.041
H -1.784379 -1.028179 3.164633 -0.047 -0.006 -0.001
H -3.996679 -1.032679 -0.247467 -0.013 -0.020 0.102
H -3.977179 -2.634579 0.517933 0.108 0.118 0.050
H -4.042979 -2.871979 -1.956267 0.078 -0.074 0.000
H -2.495879 -3.469279 -1.330767 -0.055 -0.071 -0.086
H -4.126679 -1.475679 -4.028267 -0.015 -0.017 -0.025
H -3.136679 -0.008079 -4.293767 -0.049 -0.003 -0.048
H -4.212379 -0.088579 -2.901267 -0.019 0.003 0.055
H -2.369879 -3.409179 -3.940167 -0.107 -0.087 -0.037
H -0.678179 -3.146879 -3.467967 -0.012 -0.012 -0.011
H -1.407179 -2.182179 -4.770167 0.034 -0.016 -0.093
C -1.935479 3.546321 -3.173667 0.386 -0.562 0.319
S -1.403379 1.960221 -2.537067 -1.536 0.626 -0.905
O -1.088879 1.073921 -3.639467 0.078 0.535 -0.724
O -0.251979 2.200221 -1.648667 0.214 0.128 -0.393
O -2.517279 1.377721 -1.745067 -0.557 1.569 -0.696
H -1.285779 3.816221 -3.995667 0.151 0.043 -0.109
H -1.852779 4.266321 -2.369067 -0.041 0.124 0.110
H -2.957879 3.456021 -3.513067 -0.176 -0.098 -0.064

23
Properties=species:S:1:pos:R:3:forces:R:3 method="wB97M-V/def2-TZVPD" de_lowest_ev=1.759 charge=+1
C 0.167050 -1.204732 1.902171 1.247 0.772 0.244
C 1.003348 -1.179030 0.593039 -0.559 -0.020 -0.012
C 0.320499 -0.644872 -0.630035 -0.995 0.659 0.038
C -0.278730 -1.383189 -1.576808 -0.109 -0.289 1.084
N -0.270965 -2.769023 -1.619216 -0.133 0.559 -0.088
C 0.193381 0.875662 -0.779670 0.826 -1.171 0.714
C -0.506543 1.558063 0.390314 0.513 0.550 -1.976
N -0.607276 3.064139 0.085247 0.086 0.588 1.240
H -0.495757 -2.052778 1.883201 -0.400 -0.067 0.250
H 0.899415 -1.278253 2.713956 -0.172 -0.672 0.012
H -0.328874 -0.283360 2.207668 -0.476 -0.069 -0.536
H 1.931478 -0.631648 0.740031 0.287 -0.124 0.152
H 1.205215 -2.239494 0.461267 0.653 0.074 -0.222
H -0.994464 -0.862448 -2.193950 0.202 -0.235 -0.771
H 0.454186 -3.174713 -1.048644 -0.037 -0.280 -0.253
H -0.352553 -3.170122 -2.539350 0.022 -0.130 0.067
H -0.291838 1.061353 -1.730231 -0.019 0.381 -0.179
H 1.243596 1.204476 -0.769520 -0.230 0.497 -0.404
H -1.539348 1.228022 0.455775 0.122 -0.143 0.701
H 0.160525 1.506825 1.231348 -0.495 -0.203 0.769
H 0.273142 3.589564 0.138194 0.228 -0.583 -0.541
H -1.080694 3.298502 -0.787088 -0.019 -0.144 -0.023
H -1.104795 3.487058 0.872301 -0.541 0.046 -0.264

62
Properties=species:S:1:pos:R:3:forces:R:3 method="wB97M-V/def2-TZVPD" multiplicity=3 s_squared=2.05 de_lowest_ev=0.979 charge=-2
Ti -0.157100 0.160400 -0.517745 -0.564 0.637 -0.724
O -0.153994 1.895865 -1.408206 0.159 -0.099 -0.111
C -0.262228 2.029376 -2.730780 -0.373 -0.084 0.266
C 0.361701 3.100090 -3.356346 0.073 -0.050 -0.141
C 0.277177 3.303720 -4.736019 0.019 0.039 0.048
C -0.462290 2.419541 -5.509414 -0.047 -0.098 0.032
C -1.115400 1.356510 -4.900675 0.013 0.067 -0.210
C -1.066171 1.121704 -3.514502 -0.239 -0.174 0.081
C -1.882025 0.085717 -2.946112 0.014 0.306 0.057
N -1.815865 -0.177355 -1.634509 0.817 0.005 0.282
N -2.797417 -0.787185 -0.937681 -0.445 0.045 0.131
C -2.631751 -0.529497 0.340210 -0.003 0.322 -0.267
O -1.646965 0.244906 0.790702 -0.209 -0.619 0.101
C -3.602639 -1.037216 1.302631 -0.127 -0.084 0.184
C -4.573790 -1.989937 0.958307 0.050 0.055 -0.027
C -5.485445 -2.439911 1.893850 -0.033 -0.019 0.026
C -5.462659 -1.961509 3.204057 0.010 -0.026 -0.061
C -4.504101 -1.020421 3.554209 0.056 0.054 -0.003
C -3.584344 -0.564496 2.620390 -0.047 -0.041 0.008
H 0.942644 3.763878 -2.726827 0.009 0.007 -0.004
H 0.792448 4.140372 -5.194663 0.010 0.005 0.004
H -0.531910 2.552619 -6.583823 -0.006 0.002 -0.008
H -1.705767 0.675619 -5.507598 0.000 0.003 0.001
H -2.644364 -0.398267 -3.553732 -0.007 0.018 -0.013
H -4.586784 -2.363852 -0.056431 0.014 0.005 -0.008
H -6.221443 -3.181060 1.601011 -0.010 -0.003 0.021
H -6.174088 -2.325536 3.936138 -0.006 0.006 0.000
H -4.465032 -0.633647 4.567003 -0.019 -0.017 0.004
H -2.839429 0.172633 2.887630 0.015 -0.004 -0.013
N 0.553954 0.635403 2.776307 0.091 0.026 -0.059
C 1.504549 1.371772 3.587746 -0.018 0.095 -0.134
C 1.140883 2.853020 3.708820 -0.083 -0.005 0.002
C 1.105938 3.618622 2.385364 0.074 -0.031 -0.033
N -0.156956 3.407704 1.680922 -0.126 -0.024 0.117
H -0.313847 0.401505 3.239223 0.005 0.075 0.084
H 0.959216 -0.222105 2.421355 -0.024 -0.127 -0.045
H 2.464097 1.295480 3.067830 0.040 0.024 0.069
H 1.657770 0.961499 4.601023 -0.037 -0.022 -0.028
H 1.861741 3.319943 4.390249 -0.018 0.039 -0.030
H 0.149714 2.953789 4.167910 0.027 -0.017 0.080
H 1.984605 3.330848 1.789076 -0.013 -0.048 0.005
H 1.204386 4.690225 2.601474 0.049 -0.021 -0.026
H -0.412166 2.429646 1.774333 0.001 -0.102 -0.049
H -0.053940 3.547096 0.682624 0.048 0.056 -0.064
O 1.591476 -2.122002 1.757526 -0.099 0.031 0.108
S 1.101550 -2.730633 0.538682 0.249 0.276 -0.013
O 0.644441 -4.090597 0.669853 -0.019 -0.122 -0.130
O 0.124280 -1.886865 -0.182924 0.134 -0.116 0.107
C 2.586407 -2.800025 -0.498031 -0.160 -0.082 0.243
C 3.180346 -4.051816 -0.553891 0.303 0.175 -0.185
C 4.426107 -4.210645 -1.157014 -0.120 -0.120 0.090
C 5.083897 -3.119760 -1.694893 -0.070 0.251 -0.021
C 4.481769 -1.861559 -1.661274 0.054 -0.487 0.058
C 3.237840 -1.701399 -1.072815 -0.130 0.344 -0.145
S 2.488837 -0.067876 -1.304671 0.518 -0.686 0.546
O 1.972145 0.350260 0.019428 0.230 -0.031 -0.111
O 3.532153 0.762653 -1.835044 0.035 0.131 -0.079
O 1.355144 -0.364791 -2.177948 -0.113 0.267 0.007
H 2.654012 -4.885016 -0.110924 0.019 -0.018 -0.002
H 4.874643 -5.197395 -1.190869 0.027 0.030 -0.022
H 6.057849 -3.231736 -2.156873 -0.006 -0.037 0.006
H 4.956194 -0.998303 -2.103652 0.011 0.018 -0.003

70
Properties=species:S:1:pos:R:3:forces:R:3 method="wB97M-V/def2-TZVPD" de_lowest_ev=0.406 charge=+1
Sr -1.365529 0.350983 0.177675 -0.571 -0.620 -0.138
O 1.033819 0.345536 0.363325 0.315 -0.018 0.121
C 1.784696 0.275483 1.351444 0.145 0.012 -0.034
C 1.428667 0.248886 2.732670 -0.404 0.019 -0.058
C 2.484333 0.270504 3.657053 0.229 -0.028 0.120
C 2.233850 0.288343 4.997688 -0.200 -0.279 -0.201
C 0.911773 0.280330 5.483651 0.096 -0.033 0.000
C -0.134740 0.248031 4.611437 -0.066 -0.020 -0.078
C 0.062243 0.221322 3.196962 0.242 0.012 0.212
O -0.933862 0.170389 2.404976 0.060 -0.004 0.303
N 3.348351 0.318142 5.935749 0.148 1.084 0.043
O 3.081554 0.388634 7.118621 -0.025 -0.377 0.044
O 4.471654 0.407122 5.474790 -0.016 -0.390 0.001
H 2.869915 0.237726 1.163385 -0.011 0.028 -0.022
H 3.511104 0.280098 3.312953 -0.003 -0.004 0.004
H 0.753338 0.296339 6.552757 -0.013 0.000 -0.001
H -1.156130 0.233524 4.967460 0.007 0.006 0.002
C 0.020216 5.798888 2.224070 0.022 0.047 -0.111
C 0.019363 6.085968 0.723070 -0.067 -0.069 0.061
C -0.899606 5.151753 -0.066761 0.197 -0.037 -0.009
S -0.296919 3.443911 -0.013481 0.505 0.759 0.091
O -1.466090 2.591621 -0.464127 -0.382 0.133 -0.316
C 0.868770 3.446525 -1.397436 -0.031 0.137 0.058
C 0.223136 3.491323 -2.773585 -0.019 -0.007 -0.011
C 1.275018 3.373222 -3.872997 -0.005 0.004 0.067
H 0.644557 6.518252 2.751751 0.001 -0.011 -0.001
H 0.403298 4.801827 2.442506 -0.003 -0.001 0.037
H -0.989362 5.871650 2.631787 0.002 -0.005 0.002
H 1.035684 6.040324 0.322609 0.010 -0.013 0.007
H -0.322570 7.105916 0.542129 -0.015 0.005 -0.023
H -1.009409 5.451078 -1.108665 -0.017 -0.042 -0.003
H -1.891982 5.098457 0.382658 0.001 -0.050 0.040
H 1.461563 2.538979 -1.265122 -0.025 -0.026 0.025
H 1.531135 4.299261 -1.221817 0.004 -0.018 0.015
H -0.335019 4.420192 -2.901976 -0.016 -0.003 0.007
H -0.498892 2.677817 -2.853375 -0.022 0.006 -0.020
H 1.993323 4.192360 -3.817109 0.009 -0.013 -0.025
H 0.807073 3.401815 -4.855727 0.009 0.003 -0.005
H 1.826433 2.435098 -3.788914 0.006 0.011 -0.006
F 0.862965 -2.926170 -0.726233 -0.061 0.024 -0.049
C 1.226230 -3.941870 -1.505502 0.296 -0.107 0.292
C 2.209595 -4.749399 -1.072440 -0.255 0.342 0.056
F 2.759560 -4.494850 0.098989 0.018 -0.040 -0.020
C 2.680028 -5.875769 -1.844056 0.507 -0.429 0.223
C 2.015054 -6.059758 -3.112904 -0.221 0.030 -0.306
C 1.033483 -5.246906 -3.542022 0.157 -0.262 -0.104
F 0.471871 -5.483229 -4.715516 0.026 -0.017 0.022
C 0.564534 -4.124356 -2.770950 -0.565 0.495 -0.232
C -0.437644 -3.291831 -3.221576 0.475 -0.557 0.106
C -0.912747 -2.196088 -2.456267 -0.089 0.341 0.471
N -1.310333 -1.319219 -1.829376 0.040 -0.226 -0.327
C -1.095053 -3.432256 -4.479274 0.023 -0.041 -0.387
N -1.608739 -3.482639 -5.505928 -0.088 0.050 0.132
F 2.386297 -7.064572 -3.880591 -0.004 0.015 0.028
C 3.676663 -6.702236 -1.406599 -0.441 0.338 -0.176
C 4.159873 -7.821187 -2.148460 0.136 -0.242 -0.166
N 4.609298 -8.731647 -2.685787 -0.034 0.043 0.035
C 4.343575 -6.530076 -0.156933 0.199 0.051 0.286
N 4.928736 -6.438243 0.827377 -0.043 -0.027 -0.053
Cl -6.689211 -3.001202 0.192123 -0.042 -0.073 0.003
C -5.966151 -1.443101 0.142364 0.035 0.123 -0.007
C -6.737380 -0.298900 0.003729 0.088 -0.054 0.014
C -6.087230 0.922698 -0.030319 -0.043 0.047 -0.006
C -4.707952 0.953703 0.072270 -0.018 0.046 0.003
N -3.966404 -0.148561 0.205817 -0.137 -0.026 -0.050
C -4.588858 -1.326398 0.240198 -0.004 -0.020 0.022
H -7.813336 -0.370548 -0.074475 -0.001 -0.005 0.001
H -6.643475 1.843306 -0.137130 0.000 -0.012 0.003
H -4.171266 1.896770 0.044367 -0.035 0.004 -0.010
H -3.976738 -2.213106 0.353032 -0.017 -0.009 -0.004

14
Properties=species:S:1:pos:R:3:forces:R:3 method="wB97M-V/def2-TZVPD" de_lowest_ev=4.564
C -1.043302 0.459053 -1.659010 -0.084 0.034 -0.003
C -0.037465 -0.145958 -0.724993 0.189 0.150 -0.043
C 0.486484 0.547087 0.376705 -0.258 -0.061 -0.040
C 1.226386 -0.200959 1.405612 0.232 0.067 0.093
C -0.594965 -1.506620 1.152634 -1.058 -0.208 0.616
O -1.565348 -1.600311 1.764116 0.981 0.130 -0.622
H -1.804314 -0.278252 -1.939528 0.105 0.090 0.028
H -1.560871 1.303554 -1.190693 0.079 -0.116 -0.064
H -0.588569 0.818423 -2.593391 -0.052 -0.068 0.144
H 0.538868 -0.987421 -1.104473 -0.092 0.089 0.091
H 1.634698 0.863201 0.355684 0.050 -0.005 -0.046
H -0.073504 1.410018 0.740079 0.069 -0.134 -0.052
H 1.915076 -0.969540 1.070367 -0.110 0.085 0.020
H 1.466825 0.287725 2.346892 -0.051 -0.053 -0.122

Listing total energy for the structures above in their given order: -19093.317 -75067.981 -9438.213 -91371.697 -85699.203 -7357.691 eV.